Record 1
{
  "formula": "C3H4BrCl",
  "method": "ωB97M-V/def2-TZVPD",
  "species": ["C", "C", "C", "Cl", "Br", "H", "H", "H", "H"],
  "xyz": [[-0.134, -1.178, 0.657], [-0.004, -0.453, -0.432], [0.483, 0.806, -0.361], [-1.468, 1.920, 0.530], [0.880, 1.759, -1.894], [-0.661, -2.177, 0.542], [0.129, -0.731, 1.700], [-0.335, -0.913, -1.312], [1.109, 0.966, 0.570]],
  "atomic_forces_ev_per_a": [[-0.601, -1.185, 2.633], [-0.944, -2.881, -0.130], [0.523, 4.126, 2.441], [1.609, -0.693, -0.680], [0.209, 0.082, 0.009], [0.982, 1.278, 0.645], [-0.530, -1.161, -1.945], [-0.437, -0.096, -1.502], [-0.811, 0.531, -1.471]],
  "homo_ev": [-9.642, -9.642],
  "total_energy_ev": -85738.1854,
  "molar_mass_g_mol": 155.42,
  "e_above_lowest_kcal_mol": 46.33,
  "homo_lumo_gap_ev": [8.03, 8.03],
  "total_charge": 0,
  "e_lumo_ha": [-0.059, -0.059]
}

---

Record 2
{
  "formula": "C4H7Cl",
  "method": "ωB97M-V/def2-TZVPD",
  "species": ["C", "C", "C", "C", "Cl", "H", "H", "H", "H", "H", "H", "H"],
  "xyz": [[0.236, 1.415, 0.461], [0.022, 0.149, -0.194], [0.010, -0.216, -1.599], [-0.557, -0.772, 1.128], [0.454, -2.254, 1.272], [0.310, 1.335, 1.727], [0.685, 2.180, -0.164], [0.560, -1.205, -1.890], [-0.958, -0.273, -2.193], [0.936, 0.637, -1.980], [-0.017, -0.005, 2.037], [-1.684, -0.991, 1.395]],
  "atomic_forces_ev_per_a": [[0.980, -4.341, -0.285], [-2.579, 2.511, 7.065], [3.802, 0.566, -2.942], [1.944, 2.390, 1.431], [-0.536, -0.180, -0.192], [-0.225, 1.382, -4.304], [-0.162, 0.552, 0.454], [-0.993, 1.509, 1.136], [1.168, 0.725, 0.959], [-3.247, -2.298, 0.155], [-2.478, -3.250, -2.343], [2.326, 0.435, -1.133]],
  "homo_ev": -9.558,
  "total_energy_ev": -16779.5494,
  "molar_mass_g_mol": 90.55,
  "e_above_lowest_kcal_mol": 88.14,
  "homo_lumo_gap_ev": 10.40,
  "total_charge": 0,
  "e_lumo_ha": 0.031
}

---

Record 3
{
  "formula": "C43H25IN11STi",
  "method": "ωB97M-V/def2-TZVPD",
  "species": ["Ti", "C", "C", "C", "C", "C", "N", "C", "N", "C", "C", "C", "C", "C", "C", "C", "C", "N", "C", "N", "C", "N", "C", "N", "C", "N", "C", "C", "C", "C", "C", "C", "C", "C", "C", "C", "C", "C", "N", "C", "C", "H", "H", "H", "H", "H", "H", "H", "H", "H", "H", "H", "H", "H", "H", "H", "H", "I", "C", "C", "C", "C", "C", "N", "H", "H", "H", "H", "S", "C", "N", "C", "C", "C", "N", "C", "C", "H", "H", "H", "H", "H"],
  "xyz": [[-1.504, -1.738, -0.962], [4.908, -0.303, -0.066], [4.519, 1.032, -0.003], [3.178, 1.386, -0.102], [2.259, 0.367, -0.280], [0.793, 0.398, -0.486], [0.351, -0.773, -0.767], [1.367, -1.782, -0.384], [1.254, -2.205, 1.021], [0.570, -1.550, 1.868], [0.935, -1.404, 3.299], [1.654, -2.203, 4.163], [1.985, -1.681, 5.409], [1.658, -0.367, 5.739], [0.985, 0.455, 4.843], [0.591, -0.087, 3.630], [-0.071, 0.515, 2.462], [0.157, 1.796, 2.142], [0.230, 2.269, 0.931], [0.026, 1.552, -0.279], [-0.487, 2.526, -1.233], [-1.666, 2.513, -1.708], [-2.529, 1.571, -1.070], [-2.120, 0.328, -0.768], [-2.424, 0.037, 0.520], [-1.670, -1.041, 1.033], [-3.177, 1.089, 1.070], [-3.707, 1.350, 2.352], [-4.278, 2.570, 2.591], [-4.333, 3.567, 1.579], [-3.828, 3.341, 0.327], [-3.258, 2.083, 0.041], [0.174, 3.800, -0.843], [0.284, 5.024, -1.468], [0.722, 6.111, -0.717], [0.986, 5.979, 0.644], [0.832, 4.757, 1.286], [0.448, 3.660, 0.532], [-0.386, -0.545, 1.607], [2.647, -0.969, -0.353], [3.973, -1.324, -0.224], [5.958, -0.552, 0.020], [5.268, 1.801, 0.130], [2.863, 2.420, -0.043], [1.945, -3.204, 3.869], [2.516, -2.294, 6.126], [1.941, 0.021, 6.710], [0.759, 1.486, 5.081], [-3.653, 0.592, 3.124], [-4.690, 2.791, 3.569], [-4.782, 4.526, 1.811], [-3.862, 4.111, -0.435], [0.026, 5.133, -2.513], [0.842, 7.076, -1.192], [1.308, 6.844, 1.209], [1.010, 4.647, 2.348], [4.273, -2.363, -0.229], [-2.114, -4.833, 0.857], [-0.287, -4.499, -0.131], [0.716, -5.372, 0.114], [1.957, -5.168, -0.593], [2.158, -4.053, -1.299], [1.111, -2.976, -1.324], [-0.256, -3.421, -0.954], [0.572, -6.212, 0.774], [2.711, -5.947, -0.572], [3.050, -3.902, -1.895], [1.070, -2.546, -2.331], [-3.973, -2.320, -1.390], [-3.819, -3.586, -2.477], [-3.713, -4.463, -3.230], [-1.089, -1.378, -5.953], [-1.153, -2.605, -5.316], [-1.246, -2.637, -3.935], [-1.281, -1.523, -3.195], [-1.225, -0.340, -3.812], [-1.124, -0.223, -5.186], [-1.020, -1.320, -7.032], [-1.146, -3.534, -5.868], [-1.306, -3.573, -3.396], [-1.275, 0.534, -3.178], [-1.086, 0.758, -5.638]],
  "atomic_forces_ev_per_a": [[-0.677, -0.014, 0.263], [-0.008, -0.003, 0.001], [-0.001, 0.005, -0.007], [-0.018, 0.005, 0.013], [0.037, -0.002, -0.013], [0.010, -0.042, -0.080], [0.158, 0.072, 0.031], [0.072, -0.056, -0.077], [-0.004, -0.008, 0.032], [-0.026, -0.012, -0.064], [-0.004, 0.042, 0.021], [0.004, -0.020, -0.005], [-0.004, 0.007, 0.003], [0.005, -0.009, 0.006], [-0.016, 0.015, -0.014], [0.030, -0.019, 0.023], [-0.063, -0.074, -0.013], [0.026, 0.088, -0.008], [-0.019, -0.107, 0.005], [0.029, 0.048, 0.064], [-0.063, -0.055, -0.063], [0.069, 0.024, 0.039], [-0.328, -0.084, -0.024], [0.608, 0.032, 0.031], [0.084, 0.071, -0.157], [-0.071, -0.011, 0.007], [-0.061, -0.058, 0.004], [-0.031, 0.027, -0.006], [0.006, -0.034, 0.024], [0.007, 0.018, -0.048], [-0.024, 0.001, 0.050], [0.014, -0.017, -0.049], [0.023, 0.003, 0.110], [-0.003, 0.006, -0.034], [0.001, -0.004, 0.007], [0.002, 0.004, -0.005], [0.006, -0.023, 0.020], [-0.010, 0.079, -0.080], [0.061, 0.023, -0.027], [-0.070, 0.045, 0.013], [0.015, -0.010, 0.010], [0.001, -0.001, 0.001], [0.001, -0.001, -0.001], [0.008, 0.002, 0.001], [0.002, 0.000, 0.001], [0.001, -0.002, -0.001], [-0.001, 0.002, 0.000], [0.004, -0.001, 0.004], [0.001, 0.003, 0.004], [0.002, -0.002, 0.001], [-0.001, -0.001, 0.003], [0.000, 0.001, 0.000], [-0.002, 0.000, 0.001], [0.000, -0.001, -0.003], [0.000, -0.001, 0.001], [0.000, 0.004, 0.000], [0.001, 0.000, -0.001], [0.030, -0.011, -0.060], [-0.083, -0.006, 0.017], [0.002, -0.008, 0.004], [-0.001, 0.013, -0.004], [-0.050, -0.027, -0.029], [0.082, 0.008, 0.024], [0.083, 0.083, -0.043], [-0.001, 0.000, -0.001], [0.003, 0.001, -0.002], [0.007, -0.004, 0.009], [-0.013, 0.006, 0.004], [0.128, 0.061, 0.081], [-0.022, -0.086, -0.007], [-0.007, 0.021, -0.028], [-0.006, -0.035, 0.017], [0.009, 0.022, -0.032], [0.056, -0.006, 0.009], [0.014, -0.054, 0.061], [-0.031, 0.020, -0.027], [-0.007, 0.019, 0.007], [0.000, -0.002, -0.002], [-0.005, -0.003, 0.008], [0.032, 0.032, -0.033], [-0.001, 0.000, 0.000], [0.000, 0.004, 0.010]],
  "homo_ev": [-3.804, -3.852],
  "total_energy_ev": -103438.2770,
  "molar_mass_g_mol": 902.59,
  "homo_lumo_gap_ev": [5.76, 5.12],
  "total_charge": -1,
  "e_lumo_ha": [0.072, 0.047],
  "s_squared": 2.037,
  "multiplicity": 3
}